1.
{"formula": "C3H11O5", "method": "the ωB97M-V functional and the def2-TZVPD basis", "elements": ["O", "C", "O", "C", "C", "H", "H", "H", "H", "H", "H", "H", "O", "H", "H", "O", "H", "H", "O"], "positions_angstrom": [[-1.30966, 0.20495, 0.14472], [-0.13335, -0.20369, 0.04866], [0.35547, -0.88358, -0.88962], [0.75930, 0.17387, 1.27277], [1.94958, -0.75354, 1.48788], [0.97307, 1.23109, 1.20194], [0.04222, 0.04428, 2.07215], [2.20781, -0.83535, 2.54100], [1.76106, -1.71617, 1.00491], [2.79165, -0.44947, 0.85461], [-0.86058, -0.05195, -2.89446], [0.51683, -0.19823, -2.43153], [0.02672, 0.00699, -3.27102], [-1.34627, 1.69613, 3.91686], [-0.48045, 0.88285, 4.90088], [-0.63024, 1.76804, 4.54901], [-2.23494, -1.06345, -4.75744], [-1.94445, 0.35978, -4.57538], [-2.44375, -0.21255, -5.17591]], "nbo_charge": [-0.7779, 0.7807, -0.8247, -0.5232, -0.6260, 0.2053, 0.1963, 0.1838, 0.2266, 0.1986, 0.4568, 0.5129, -1.0094, 0.4800, 0.4673, -0.9468, 0.4688, 0.4801, -0.9490], "multiplicity": 1, "total_charge": -1, "relative_energy_kcal_mol": 17.85, "energy_ev": -13528.88623}

---

2.
{"formula": "C52H76AsCaO4Si2", "method": "the ωB97M-V functional and the def2-TZVPD basis", "elements": ["Ca", "C", "O", "C", "C", "C", "C", "C", "C", "C", "C", "C", "C", "C", "C", "C", "C", "C", "C", "C", "C", "C", "C", "C", "C", "C", "C", "C", "C", "C", "C", "C", "C", "O", "C", "C", "C", "C", "C", "O", "C", "C", "C", "C", "C", "C", "O", "C", "C", "C", "C", "H", "H", "H", "H", "H", "H", "H", "H", "H", "H", "H", "H", "H", "H", "H", "H", "H", "H", "H", "H", "H", "H", "H", "H", "H", "H", "H", "H", "H", "H", "H", "H", "H", "H", "H", "H", "H", "H", "H", "H", "H", "H", "H", "H", "H", "H", "H", "H", "H", "H", "H", "H", "H", "H", "H", "H", "H", "H", "C", "Si", "C", "C", "As", "Si", "C", "C", "C", "H", "H", "H", "H", "H", "H", "H", "H", "H", "H", "H", "H", "H", "H", "H", "H", "H", "H"], "positions_angstrom": [[1.90066, 1.59584, -0.22122], [-0.43315, -1.07070, -0.20484], [-0.05960, 0.29128, 0.07417], [-1.05822, 1.05247, 0.66675], [-1.93784, 1.76922, -0.14482], [-1.75154, 2.01481, -1.63678], [-1.24875, 0.92206, -2.54085], [-2.13906, 0.05013, -3.13936], [-1.73401, -0.97651, -3.99520], [-0.36714, -1.09545, -4.20973], [0.56452, -0.24909, -3.61756], [2.04821, -0.52926, -3.75154], [2.44776, -1.60954, -2.76326], [2.09389, -2.92562, -3.02703], [2.27923, -3.95257, -2.10730], [2.83867, -3.62369, -0.88225], [3.21807, -2.32117, -0.56166], [3.67131, -2.02578, 0.85510], [2.46740, -1.95186, 1.77221], [1.87356, -3.10128, 2.26604], [0.68646, -3.08829, 2.99818], [0.10900, -1.84121, 3.21972], [0.67330, -0.66432, 2.74796], [-0.00112, 0.65832, 2.99796], [-1.10279, 1.14116, 2.06394], [-2.14452, 1.86840, 2.62535], [-3.10410, 2.52411, 1.86074], [-2.96858, 2.47013, 0.48271], [-4.20396, 3.32534, 2.55530], [-3.56183, 4.43026, 3.40592], [-5.02073, 2.39304, 3.45981], [-5.15496, 3.98590, 1.55762], [1.89070, -0.68347, 2.02604], [2.44324, 0.40822, 1.58190], [0.07933, -4.40038, 3.49227], [1.06049, -5.10646, 4.43821], [-0.20891, -5.31819, 2.29515], [-1.23351, -4.17973, 4.24383], [3.04527, -1.33721, -1.53112], [3.45276, -0.03159, -1.25138], [4.79799, 0.22164, -1.64512], [1.79478, -5.36204, -2.44346], [2.40921, -5.82816, -3.76922], [2.16535, -6.37615, -1.36125], [0.26444, -5.32981, -2.57152], [0.14551, 0.81534, -2.79032], [1.00033, 1.64227, -2.25674], [-2.76852, -1.91503, -4.61361], [-3.48451, -2.68959, -3.49727], [-3.80438, -1.10812, -5.40797], [-2.13253, -2.93086, -5.56278], [-0.66922, -1.58407, 0.72730], [0.43152, -1.53839, -0.67357], [-1.27696, -1.08478, -0.89479], [-1.05531, 2.85611, -1.72621], [-2.71384, 2.36763, -2.01549], [-3.19556, 0.18124, -2.91754], [0.00587, -1.87936, -4.85902], [2.59755, 0.39240, -3.56878], [2.27410, -0.87979, -4.76184], [1.62343, -3.13846, -3.97936], [2.97329, -4.38251, -0.12363], [4.20542, -1.07851, 0.90536], [4.34005, -2.82662, 1.18043], [2.35707, -4.05264, 2.05928], [-0.82362, -1.76107, 3.76858], [0.77605, 1.42915, 2.98294], [-0.42378, 0.65913, 4.00577], [-2.17539, 1.94181, 3.70714], [-3.64689, 3.02394, -0.15321], [-2.88894, 4.02038, 4.15996], [-4.33578, 5.00901, 3.91746], [-2.97950, 5.10762, 2.77874], [-4.39319, 1.92459, 4.21881], [-5.48805, 1.59885, 2.87394], [-5.80778, 2.95417, 3.97034], [-4.63001, 4.69523, 0.91520], [-5.92705, 4.53446, 2.10159], [-5.65045, 3.24752, 0.92372], [2.00968, -5.31165, 3.94100], [0.64639, -6.05779, 4.78557], [1.26907, -4.48114, 5.30848], [0.70390, -5.54557, 1.74202], [-0.90614, -4.83885, 1.60445], [-0.64589, -6.26393, 2.62929], [-1.08892, -3.55583, 5.12796], [-1.63426, -5.14169, 4.57267], [-1.98207, -3.70253, 3.60825], [5.47161, -0.49308, -1.16653], [5.04545, 1.23146, -1.32036], [4.89756, 0.14857, -2.73093], [3.49903, -5.84921, -3.70412], [2.13488, -5.17151, -4.59524], [2.05951, -6.83482, -4.01171], [3.24581, -6.42560, -1.21013], [1.82013, -7.36839, -1.65979], [1.69443, -6.13592, -0.40664], [-0.05429, -4.62510, -3.34128], [-0.19117, -5.01837, -1.62895], [-0.11938, -6.32018, -2.83108], [-3.98105, -2.01041, -2.80250], [-2.76850, -3.28519, -2.92635], [-4.23984, -3.36236, -3.91459], [-4.31987, -0.38778, -4.77186], [-4.55611, -1.77232, -5.84440], [-3.32126, -0.55427, -6.21534], [-1.42195, -3.57644, -5.04239], [-1.60901, -2.43758, -6.38441], [-2.90876, -3.56923, -5.99169], [0.59650, 4.60066, 3.49532], [2.34136, 4.66816, 2.77136], [3.06388, 6.31711, 3.34440], [3.35875, 3.31557, 3.60558], [2.52989, 4.38658, 0.48898], [0.88806, 5.76982, -0.35113], [1.21110, 7.59284, 0.02502], [-0.88447, 5.44704, 0.20746], [0.91543, 5.54733, -2.22246], [0.64347, 4.50739, 4.58556], [0.02195, 3.76080, 3.09850], [0.04637, 5.51608, 3.26366], [2.98390, 6.42007, 4.43163], [2.54727, 7.15988, 2.88033], [4.11782, 6.38718, 3.06705], [3.64306, 3.61541, 4.61910], [4.27030, 3.11297, 3.03919], [2.80925, 2.37380, 3.66448], [1.08809, 7.79907, 1.09132], [0.50851, 8.23059, -0.52128], [2.22837, 7.87449, -0.25238], [-0.99425, 5.56371, 1.28665], [-1.18706, 4.42843, -0.03494], [-1.57402, 6.13962, -0.28738], [1.87742, 5.86157, -2.63357], [0.12599, 6.13247, -2.70430], [0.77390, 4.49419, -2.48238]], "mulliken_charge": [0.1302, -0.8151, 1.8188, -0.1048, -0.1397, -0.7525, -0.0840, -0.5117, -0.1078, -0.3600, 0.2012, -1.7110, 0.5569, -0.6313, 0.3407, -0.5455, 0.6798, -1.7602, 0.4336, -0.6979, -0.0715, -0.1311, -0.2264, -0.2018, -0.1307, -0.7045, 0.3611, -0.3909, 2.1036, -1.4394, -1.7436, -2.1205, 0.9522, -1.5256, 2.1454, -1.7844, -1.5889, -2.2769, -0.1913, 0.3606, -1.3169, 2.3975, -1.9053, -1.9207, -1.1640, 0.7301, -1.5382, 2.2077, -1.6026, -1.8790, -1.8794, 0.1945, -0.0991, 0.1678, -0.2639, 0.6577, 0.4722, 0.6256, 0.4381, 0.7371, 0.1650, 0.3963, 0.4074, 0.7773, 0.4139, 0.5262, -0.9883, 0.6652, 0.4121, 0.4344, 0.3163, 0.4972, 0.1395, 0.2950, 0.3777, 0.4667, 0.3681, 0.4501, 0.3795, 0.2700, 0.4680, 0.3977, 0.1699, 0.3323, 0.5117, 0.4057, 0.4471, 0.3738, 0.2885, 0.3419, 0.2676, 0.4056, 0.2765, 0.4754, 0.4226, 0.4583, 0.1635, -0.1179, 0.2008, 0.5733, 0.3143, 0.1852, 0.4958, 0.3127, 0.4735, 0.3888, 0.1396, 0.3841, 0.4568, -0.9452, 0.6169, -1.1117, -0.9852, -0.1612, 0.5703, -1.1749, -0.1347, -0.9193, 0.5343, -0.0636, 0.3826, 0.3234, 0.2088, 0.2801, 0.3962, 0.2410, 0.1489, 0.2638, 0.3484, 0.2876, -0.2291, -0.2915, 0.5481, 0.3133, 0.3171, 0.0590], "multiplicity": 1, "total_charge": -1, "relative_energy_kcal_mol": 0.00, "energy_ev": -158390.21932}

---

3.
{"formula": "C5H10O", "method": "the ωB97M-V functional and the def2-TZVPD basis", "elements": ["C", "C", "C", "C", "C", "O", "H", "H", "H", "H", "H", "H", "H", "H", "H", "H"], "positions_angstrom": [[-1.33311, -0.83138, -0.56611], [-0.53846, 0.40641, -0.15835], [-1.38301, 1.48574, 0.51156], [2.69543, -0.30990, 0.34737], [2.11562, -1.35791, -0.19637], [1.68622, -2.34280, -0.65638], [-2.13605, -0.57872, -1.26789], [-1.78742, -1.30589, 0.31193], [-0.68790, -1.57478, -1.04547], [-0.02361, 0.82675, -1.03477], [-0.76446, 2.34561, 0.79336], [-2.18149, 1.84303, -0.14854], [-1.84740, 1.09469, 1.42462], [2.25249, 0.67526, 0.40963], [0.23842, 0.10822, 0.55173], [3.69474, -0.48431, 0.72371]], "nbo_charge": [-0.6097, -0.4023, -0.6021, -0.7982, 0.7285, -0.4627, 0.2017, 0.2020, 0.2162, 0.1927, 0.2056, 0.2024, 0.2021, 0.2664, 0.1924, 0.2651], "smiles": "C=C=O.CCC", "multiplicity": 1, "relative_energy_kcal_mol": 28.98, "energy_ev": -7393.50870}

---

4.
{"formula": "C7H5FO2", "method": "the ωB97M-V functional and the def2-TZVPD basis", "elements": ["C", "C", "C", "C", "C", "C", "C", "H", "H", "H", "H", "H", "O", "O", "F"], "positions_angstrom": [[-2.16194, -0.35775, -0.21830], [-0.72682, -0.08428, -0.06799], [-0.23266, 1.19466, 0.07573], [1.01399, 1.59397, 0.12652], [1.96967, 0.55120, -0.08277], [1.54490, -0.72189, -0.30046], [0.20389, -1.13382, -0.09130], [-1.84615, -1.42928, 1.32774], [-0.85040, 2.07280, 0.26170], [1.28110, 2.66273, 0.34449], [3.00769, 0.72641, -0.45595], [-0.21179, -2.09565, -0.09228], [-2.47766, -1.49596, 0.38542], [-2.88967, 0.30972, -0.86601], [2.37584, -1.79287, -0.34655]], "nbo_charge": [0.7640, -0.1748, -0.1975, -0.1837, -0.2687, 0.3786, -0.2333, 0.4959, 0.2256, 0.2343, 0.2364, 0.2390, -0.6643, -0.5260, -0.3255], "smiles": "O=C(O)c1cccc(F)c1", "multiplicity": 1, "relative_energy_kcal_mol": 4.78, "energy_ev": -14150.99012}